# 1
9
Properties=species:S:1:pos:R:3:forces:R:3:nbo_charge:R:1 method="wB97M-V/def2-TZVPD" orbital_gap_ev=6.92 molar_mass_g_mol=64.13 charge=-1 de_lowest_ev=0.190 multiplicity=1 homo_energy_ha=-0.0969
S -2.377 0.642 0.953 0.093 0.098 -0.078 -1.0798
N 0.906 0.648 0.233 0.706 -0.747 -0.215 -0.8482
C 0.897 -0.406 -0.807 -0.467 0.119 -0.040 -0.4178
H 1.562 0.303 0.930 -0.143 0.316 0.148 0.3247
H 1.857 -0.898 -0.982 0.199 0.189 0.389 0.1588
H 0.616 -0.003 -1.781 -0.226 0.123 0.057 0.1749
H 0.169 -1.165 -0.521 -0.058 -0.267 -0.313 0.1914
H -0.009 0.588 0.686 0.035 0.297 -0.036 0.4010
H -3.620 0.292 1.290 -0.138 -0.128 0.087 0.0951


# 2
9
Properties=species:S:1:pos:R:3:forces:R:3:nbo_charge:R:1 method="wB97M-V/def2-TZVPD" orbital_gap_ev=10.44 molar_mass_g_mol=64.13 charge=+1 de_lowest_ev=0.396 smiles=[NH3+]CS multiplicity=1 homo_energy_ha=-0.5380
S 0.772 -1.548 0.804 0.321 0.663 -3.211 0.0721
N -0.614 0.328 -0.768 -3.241 -1.176 0.539 -0.7260
C 0.528 0.191 0.219 -2.482 0.647 3.048 -0.3541
H -0.470 -0.165 -1.666 0.584 0.765 0.128 0.4506
H 0.528 -1.317 2.010 -0.726 0.590 2.768 0.1406
H 0.332 1.015 1.051 0.438 -2.135 -1.555 0.2653
H 1.305 0.494 -0.339 3.247 0.953 -1.558 0.2169
H -1.397 -0.338 -0.391 1.068 1.922 -0.428 0.4619
H -0.985 1.341 -0.920 0.790 -2.229 0.269 0.4725


# 3
9
Properties=species:S:1:pos:R:3:forces:R:3:nbo_charge:R:1 method="wB97M-V/def2-TZVPD" orbital_gap_ev=8.80 molar_mass_g_mol=64.13 charge=+1 de_lowest_ev=1.814 multiplicity=1 homo_energy_ha=-0.5171
S 1.940 1.285 0.440 -2.568 -2.236 -1.396 -0.0654
N -1.027 0.078 0.000 0.629 -4.442 3.185 -0.7003
C 0.328 -0.186 -0.462 2.737 3.102 1.051 -0.2196
H -0.997 -0.284 1.016 -0.567 1.165 -1.434 0.4645
H 0.374 -0.069 -1.475 0.203 0.843 -2.582 0.2128
H 2.806 0.295 0.138 -0.020 0.223 0.129 0.1505
H 0.866 -1.045 -0.235 -0.125 -1.813 1.213 0.2381
H -1.773 -0.515 -0.443 0.669 0.952 -0.059 0.4642
H -1.174 1.039 -0.012 -0.958 2.207 -0.106 0.4552


# 4
14
Properties=species:S:1:pos:R:3:forces:R:3:nbo_charge:R:1 method="wB97M-V/def2-TZVPD" orbital_gap_ev=2.38 molar_mass_g_mol=137.04 charge=-1 de_lowest_ev=4.234 multiplicity=1 homo_energy_ha=-0.0419
Na 0.685 -0.355 0.427 0.029 -0.526 0.026 0.3235
O 1.315 -6.154 1.966 0.472 -1.994 0.811 -0.7412
O 2.151 4.030 0.068 -0.141 -0.139 0.142 -0.9353
O 1.754 -4.588 0.576 2.813 1.928 -2.915 -0.7026
O -0.612 0.514 -3.779 -0.121 0.018 0.213 -0.9343
O -0.157 -4.620 1.484 -2.519 0.797 0.182 -0.7622
O -3.114 1.765 2.325 0.166 -0.121 -0.013 -0.9312
C 0.956 -5.156 1.318 -0.822 -0.174 1.854 0.8938
H 2.656 4.778 0.387 0.148 0.176 0.147 0.4638
H -0.429 1.384 -4.133 0.044 0.247 -0.044 0.4613
H -2.974 2.712 2.325 0.108 0.239 -0.012 0.4637
H 2.170 4.117 -0.885 -0.021 -0.061 -0.279 0.4653
H -4.064 1.662 2.390 -0.240 -0.123 0.010 0.4659
H -0.336 -0.089 -4.469 0.083 -0.265 -0.123 0.4694


# 5
8
Properties=species:S:1:pos:R:3:forces:R:3:nbo_charge:R:1 method="wB97M-V/def2-TZVPD" orbital_gap_ev=12.49 molar_mass_g_mol=34.06 de_lowest_ev=0.025 smiles=C.O multiplicity=1 homo_energy_ha=-0.4258
O -1.552 -1.700 -2.485 -0.482 0.761 -0.849 -0.9398
C 1.025 0.873 1.656 0.006 0.006 0.006 -0.8511
H -1.641 -1.859 -3.452 0.080 0.210 1.043 0.4701
H -1.932 -0.803 -2.345 0.402 -0.970 -0.194 0.4699
H 0.197 0.806 0.935 0.309 0.015 0.267 0.2122
H 1.982 0.893 1.115 -0.357 -0.010 0.197 0.2133
H 1.000 -0.001 2.324 0.004 0.323 -0.254 0.2141
H 0.920 1.792 2.251 0.038 -0.336 -0.217 0.2114


# 6
10
Properties=species:S:1:pos:R:3:forces:R:3:nbo_charge:R:1 method="wB97M-V/def2-TZVPD" orbital_gap_ev="9.50 / 9.50" molar_mass_g_mol=78.14 de_lowest_ev=6.510 multiplicity=1 homo_energy_ha="-0.3940 / -0.3940"
Si 1.781 0.587 0.197 3.009 -1.415 -1.490 1.1966
O -1.028 -0.109 0.443 3.514 1.090 -2.111 -0.2354
O 0.490 -0.137 -0.469 -4.326 -0.994 0.861 -0.7113
C -1.573 1.140 -0.013 0.561 -0.988 0.640 -0.2762
H 2.803 -0.370 0.943 -1.255 1.095 -0.334 -0.1812
H -2.587 1.032 0.414 0.397 0.833 0.505 0.2189
H 1.333 1.762 0.805 -0.216 1.385 1.183 -0.2174
H -1.775 1.118 -1.069 0.357 -0.013 -0.686 0.1918
H -0.886 1.994 0.260 -1.337 -0.726 0.021 0.1917
H 2.548 0.950 -1.157 -0.704 -0.268 1.410 -0.1777


# 7
11
Properties=species:S:1:pos:R:3:forces:R:3:nbo_charge:R:1 method="wB97M-V/def2-TZVPD" orbital_gap_ev=11.60 molar_mass_g_mol=82.05 de_lowest_ev=1.082 smiles="O=CO.O.O" multiplicity=1 homo_energy_ha=-0.4109
O 0.228 0.426 -0.119 0.226 -0.933 -1.318 -0.9306
O -0.627 -0.962 1.583 0.139 1.757 1.311 -0.7194
O 0.218 2.908 -1.680 0.223 -0.446 0.227 -0.9338
O 0.388 -2.181 0.037 0.070 -0.534 0.551 -0.6727
C -0.254 -2.092 1.087 -0.551 1.153 -0.812 0.6570
H 0.403 2.876 -0.732 -0.124 0.261 -0.071 0.4697
H -0.723 -2.893 1.676 0.600 -0.484 -0.418 0.1297
H 0.613 2.068 -1.952 -0.068 0.275 -0.216 0.4655
H -0.573 0.381 -0.680 0.137 0.658 0.358 0.4978
H 0.533 -0.553 -0.301 0.116 0.893 0.395 0.5188
H -0.206 0.022 1.080 -0.768 -2.600 -0.007 0.5180


# 8
11
Properties=species:S:1:pos:R:3:forces:R:3:nbo_charge:R:1 method="wB97M-V/def2-TZVPD" orbital_gap_ev=10.88 molar_mass_g_mol=82.05 de_lowest_ev=1.984 multiplicity=1 homo_energy_ha=-0.3939
O 1.042 1.598 -0.035 0.107 2.041 1.644 -0.7189
O -0.407 -0.350 -0.532 2.608 -2.869 -0.911 -0.9248
O -1.439 -2.713 -1.906 0.555 1.017 0.383 -0.9296
O 0.360 0.595 1.811 -1.741 -0.240 -1.866 -0.7168
C 0.877 1.635 1.209 1.449 -1.587 -0.207 0.6528
H 0.143 0.431 -0.858 -0.309 0.069 0.845 0.5447
H -2.229 -2.613 -1.371 -0.389 -0.358 0.023 0.4681
H 1.355 2.416 1.984 -1.183 -1.287 -2.029 0.1363
H 0.260 -1.154 -0.816 -2.198 2.731 1.537 0.5070
H -1.009 -1.858 -1.686 -0.608 -0.821 -0.665 0.4554
H -0.230 -0.071 0.795 1.709 1.304 1.246 0.5260